Version w
2 unconnected molecules or ions with the total composition C6H12N2. Source: OMol25; level of theory: ωB97M-V/def2-TZVPD.

Results
Net charge   +1
<S²>   0.76
Multiplicity   2

XYZ file:
```
20
Properties=species:S:1:pos:R:3:lowdin_charge:R:1
N 0.7990 -0.7415 1.0040 0.174
N 2.3321 0.1659 -0.3796 0.125
C -1.3563 1.4958 1.2637 -0.147
C 0.8376 -1.4177 -0.1805 -0.221
C 1.6335 0.3060 0.7883 -0.037
C -0.2650 -2.2790 -0.6589 0.002
C 1.8036 -0.8355 -1.0858 0.099
C -1.8268 1.4679 -0.2016 -0.151
H -2.9073 1.5106 -0.3690 0.076
H -0.3365 -3.2660 -0.1760 0.114
H -0.4313 -2.4735 -1.7479 0.118
H -1.8538 2.3533 1.6907 0.074
H 1.8536 1.1243 1.4608 0.156
H -1.5155 0.5357 1.7389 0.063
H -1.3584 2.2613 -0.7714 0.064
H 2.2725 -1.2543 -1.9643 0.162
H 3.2026 0.6309 -0.6263 0.191
H -1.4552 0.5266 -0.6331 0.033
H -0.2788 1.6055 1.1934 0.014
H -1.1497 -1.7164 -0.3457 0.090
```

***

Version x
A gas-phase ion, C6H12N2 (charge +1). Source: OMol25; level of theory: ωB97M-V/def2-TZVPD.

Results
Net charge   +1
<S²>   0.75
Multiplicity   2

XYZ file:
```
20
Properties=species:S:1:pos:R:3:lowdin_charge:R:1
N 1.7327 -1.6574 -0.4866 0.081
N -0.8119 1.8546 -1.5504 0.166
C -0.6840 -1.3480 -0.5496 -0.133
C -1.3108 -0.0385 -0.0054 -0.135
C -0.5872 2.2622 0.8302 -0.062
C -0.4662 1.2321 -0.2844 -0.492
C 2.7573 -1.7127 0.3070 0.192
C 0.5515 -1.6304 0.1294 -0.004
H 2.6706 -1.6943 1.3961 0.118
H -0.0036 3.1434 0.5605 0.087
H 0.5906 0.9508 -0.4615 0.135
H 0.5055 -1.6799 1.2302 0.159
H 3.7348 -1.7617 -0.1613 0.118
H -1.6305 2.5357 0.9533 0.089
H -2.2891 0.1001 -0.4699 0.131
H -0.1488 1.8906 1.7582 0.079
H -1.5123 -0.1297 1.0695 0.123
H -0.5328 -1.3093 -1.6286 0.135
H -1.1156 1.1197 -2.1990 0.050
H -1.4502 -2.1273 -0.4377 0.162
```

***

In kcal/mol, relative to the most stable structure: version w 0.0; version x 56.9.

***

Version w
A single C3H4BrNO molecule. Source: OMol25; level of theory: ωB97M-V/def2-TZVPD.

XYZ file:
```
10
Properties=species:S:1:pos:R:3:lowdin_charge:R:1
Br -2.5916 0.8094 0.7254 0.559
O 0.0135 -0.2209 0.9884 -0.192
N 1.0424 -0.3525 -1.1115 -0.058
C 1.4368 0.4383 -1.8483 0.076
C -0.6005 0.9589 0.5769 -0.561
C 0.4749 -1.0841 -0.0958 -0.198
H 1.3335 -1.6338 0.4735 0.181
H -0.2969 -1.6644 -0.4366 0.105
H -0.3358 0.9950 -0.5114 0.051
H -0.4763 1.7541 1.2392 0.037
```

***

Version x
2 unconnected molecules or ions with the total composition C3H4BrNO. Source: OMol25; level of theory: ωB97M-V/def2-TZVPD.

Results
SMILES   C=C=O.C=NBr

XYZ file:
```
10
Properties=species:S:1:pos:R:3:lowdin_charge:R:1
Br 1.7023 -0.5042 1.7106 0.664
O -1.6330 0.2273 -0.9090 0.140
N 0.3438 -0.8050 0.4911 -0.508
C -0.0567 1.9358 -0.2029 -0.021
C -0.9235 1.0908 -0.6751 -0.323
C 0.1243 -1.9153 -0.0119 -0.136
H 0.6161 -2.8437 0.0378 0.065
H -0.7070 -1.8085 -0.7029 0.073
H -0.2187 3.0446 -0.0948 0.084
H 0.7525 1.5782 0.3571 -0.038
```

***

Version y
A single C3H4BrNO molecule. Source: OMol25; level of theory: ωB97M-V/def2-TZVPD.

XYZ file:
```
10
Properties=species:S:1:pos:R:3:lowdin_charge:R:1
Br -4.3907 -0.1754 0.0536 0.683
O -2.1149 1.0453 0.2226 -0.255
N -0.7992 1.2656 0.1446 -0.116
C -0.2425 -1.0585 0.6368 0.111
C 0.1124 0.1183 -0.0634 -0.366
C -2.5471 -0.1101 -0.2233 -0.576
H 0.0039 -0.2101 -1.1630 0.140
H -0.5956 1.9146 1.0514 0.199
H 1.1815 0.5399 0.1028 0.162
H 0.3462 -1.9406 0.3457 0.018
```

***

In kcal/mol, relative to the most stable structure: version w 0.0; version x 13.0; version y 143.7.

***

Version w
A single CHCl2FS molecule. Source: OMol25; level of theory: ωB97M-V/def2-TZVPD.

Results
SMILES   FC(S)(Cl)Cl

XYZ file:
```
6
Properties=species:S:1:pos:R:3:lowdin_charge:R:1
Cl -0.0506 0.6824 1.6946 0.577
Cl 1.8045 0.9003 -0.7276 0.655
S -0.2999 -1.4745 -0.7316 0.532
F -0.6783 1.1939 -0.6442 -0.159
C 0.2786 0.4600 -0.0611 -1.486
H -1.0544 -1.7621 0.4698 -0.119
```

***

Version x
2 unconnected molecules or ions with the total composition CHCl2FS. Source: OMol25; level of theory: ωB97M-V/def2-TZVPD.

Results
SMILES   S=C(Cl)Cl.F

XYZ file:
```
6
Properties=species:S:1:pos:R:3:lowdin_charge:R:1
Cl -1.1436 1.2562 -1.5060 0.572
Cl -1.0643 -1.4302 -0.7658 0.555
S -0.5882 0.7436 1.3055 0.707
F 2.3827 -0.4242 0.5751 -0.145
C -0.9822 0.2159 -0.1392 -1.710
H 1.3956 -0.3612 0.5303 0.021
```

***

In kcal/mol, relative to the most stable structure: version w 10.4; version x 0.0.